No. 1
C36H60F2N4O4PS | ωB97M-V/def2-TZVPD

max |F| = 6.29 eV Å⁻¹
highest occupied orbital energy = -9.60 eV
total energy = -2866.179836 Eh

ORCA input file:
```
! RIJCOSX wB97M-V def2-TZVPD def2/J DEFGRID3
* xyz 1 1
C -1.43 -1.88 0.78
C -0.49 -1.77 -0.12
C 0.66 -1.18 -1.13
C 0.00 -1.46 -2.57
C -1.62 -1.60 -2.56
C -2.07 -1.48 -4.14
C -3.65 -1.05 -4.12
N -4.33 -1.96 -3.13
C -4.88 -1.71 -1.81
C -5.45 -3.03 -1.13
C -5.17 -4.14 -2.22
C -4.48 -3.41 -3.42
N 1.86 -1.93 -0.66
C 2.95 -2.30 -1.59
C 3.40 -1.18 -2.66
C 2.72 -3.72 -2.37
C 4.09 -4.59 -2.50
C 2.18 -1.30 0.64
N 2.49 -2.05 1.70
C 2.57 -3.57 1.64
C 1.20 -4.30 2.05
C 1.29 -5.88 1.62
F 2.70 -6.30 1.52
P 2.81 -1.29 3.27
O 4.33 -0.51 3.39
O 2.85 -2.57 4.44
S 1.28 -0.19 3.72
N 2.03 0.15 0.45
C 3.27 0.98 0.36
C 3.11 2.51 0.83
C 3.51 3.64 -0.22
C 3.38 5.17 0.12
C 2.86 5.65 1.52
C 2.68 7.21 1.87
C 2.50 4.55 2.61
C 2.64 3.01 2.24
C 0.99 0.34 -0.65
C 1.31 1.46 -1.80
C -0.17 1.14 0.21
C -1.45 1.57 -0.67
C -1.50 3.21 -0.71
F -2.69 1.17 0.02
H -2.10 -1.98 1.72
H 0.23 -0.59 -3.31
H 0.39 -2.41 -3.10
H -1.98 -2.66 -2.24
H -2.17 -0.76 -2.02
H -1.43 -0.69 -4.70
H -1.98 -2.53 -4.59
H -3.70 0.01 -3.66
H -4.13 -1.09 -5.17
H -4.92 -0.70 -1.27
H -5.92 -3.17 -0.10
H -5.36 -5.27 -2.22
H -4.08 -3.80 -4.42
H 3.89 -2.50 -0.93
H 2.55 -0.61 -3.18
H 4.21 -0.47 -2.22
H 3.95 -1.76 -3.52
H 1.95 -4.38 -1.82
H 2.26 -3.52 -3.43
H 4.73 -4.38 -1.57
H 4.64 -4.42 -3.50
H 3.80 -5.71 -2.43
H 3.40 -3.98 2.34
H 2.86 -3.95 0.59
H 0.27 -3.86 1.54
H 1.07 -4.28 3.20
H 0.75 -6.10 0.63
H 0.85 -6.56 2.46
H 4.99 -1.26 3.43
H 1.93 -2.67 4.80
H 3.79 0.99 -0.67
H 4.04 0.50 1.09
H 3.88 3.28 -1.26
H 3.67 5.93 -0.70
H 2.93 7.36 2.98
H 3.24 7.90 1.15
H 1.54 7.44 1.76
H 2.12 4.85 3.67
H 2.37 2.26 3.06
H 0.52 1.44 -2.66
H 1.26 2.54 -1.38
H 2.36 1.36 -2.26
H 0.36 2.13 0.53
H -0.42 0.60 1.20
H -1.43 1.24 -1.76
H -1.10 3.69 0.25
H -0.77 3.49 -1.58
H -2.53 3.61 -1.01
C -6.44 3.01 -1.56
C -7.73 2.21 -1.66
O -7.65 1.28 -2.73
H -6.25 3.54 -2.49
H -6.49 3.73 -0.74
H -5.59 2.34 -1.39
H -8.58 2.87 -1.85
H -7.92 1.66 -0.73
H -6.90 0.69 -2.55
C 0.41 3.45 7.00
C -0.83 2.99 6.26
O -0.73 3.30 4.88
H 0.55 4.52 6.88
H 0.34 3.21 8.07
H 1.30 2.96 6.60
H -1.72 3.49 6.66
H -0.97 1.90 6.37
H 0.06 2.85 4.54
*
```


No. 2
C36H60N3O18 | ωB97M-V/def2-TZVPD

max |F| = 10.63 eV Å⁻¹
highest occupied orbital energy = -6.02 eV
energy relative to the best compared isomer or geometry (same formula, charge and spin) = 100.9 kcal/mol
total energy = -2925.297747 Eh

ORCA input file:
```
! RIJCOSX wB97M-V def2-TZVPD def2/J DEFGRID3
* xyz -1 1
C 0.24 0.47 -0.96
C -0.65 0.17 0.16
O -0.21 0.14 1.39
N -2.05 -0.47 -0.03
H -2.63 0.45 -0.19
H -2.14 -0.95 -1.01
C -2.45 -1.34 1.14
H 0.15 1.53 -1.15
H 0.00 -0.31 -1.70
H 1.27 0.06 -0.64
H -3.25 -1.86 0.84
H -2.87 -0.86 2.02
H -1.76 -2.06 1.64
N -3.58 1.66 -2.14
O -3.88 1.44 -0.97
O -4.42 1.38 -2.94
O -2.41 1.64 -2.36
N -2.14 -2.42 -2.82
O -3.37 -2.46 -2.71
O -1.43 -2.39 -1.79
O -1.66 -1.92 -3.91
C 1.85 -2.46 -3.24
C 2.98 -2.97 -4.15
C 3.01 -4.48 -4.18
O 2.83 -2.43 -5.46
H 0.82 -2.59 -3.64
H 2.11 -1.43 -3.10
H 1.87 -2.75 -2.25
H 3.91 -2.90 -3.68
H 3.76 -4.92 -4.90
H 2.00 -5.01 -4.50
H 3.30 -4.89 -3.21
H 2.69 -1.51 -5.34
C 0.73 -3.38 2.10
C 1.46 -3.39 0.75
C 2.83 -2.90 0.90
O 1.60 -4.76 0.45
H -0.32 -3.68 2.22
H 0.71 -2.12 2.42
H 1.41 -3.86 2.83
H 0.83 -3.13 0.01
H 3.58 -3.33 1.42
H 2.82 -1.82 1.05
H 3.47 -2.85 -0.01
H 0.80 -5.14 0.07
C 0.21 2.57 -4.48
C 1.67 2.88 -4.28
C 1.90 3.22 -2.72
O 2.64 1.86 -4.61
H -0.20 1.67 -3.79
H -0.05 2.25 -5.29
H -0.41 3.33 -4.07
H 2.09 3.70 -4.78
H 2.03 2.26 -1.90
H 1.35 4.01 -2.43
H 2.93 3.48 -2.53
H 2.85 1.81 -5.56
C -3.21 3.46 2.16
C -2.09 3.33 1.31
C -2.22 4.21 -0.07
O -1.00 4.02 2.01
H -3.15 3.00 3.10
H -4.32 2.90 1.72
H -3.58 4.46 2.23
H -1.66 2.24 1.08
H -1.44 3.91 -0.76
H -3.27 3.79 -0.69
H -2.44 5.17 -0.15
H -0.51 3.34 2.60
C 2.35 -0.39 2.61
C 3.12 0.89 2.60
C 2.52 2.08 3.09
O 4.34 0.82 3.23
H 2.43 -0.81 3.48
H 2.77 -1.39 2.00
H 1.31 -0.53 2.26
H 3.43 0.87 1.54
H 3.16 2.95 3.03
H 2.00 2.15 4.24
H 1.57 2.33 2.61
H 4.83 0.07 2.88
C 6.09 1.36 -0.10
C 7.34 2.18 -0.37
C 7.46 2.71 -1.81
O 8.41 3.34 -2.21
C 6.42 2.46 -2.74
C 5.21 1.66 -2.30
C 5.04 1.09 -1.04
O 4.09 0.36 -0.71
H 6.06 0.93 1.02
H 7.97 2.18 0.39
H 6.39 3.03 -3.71
H 4.50 1.25 -3.17
C -6.27 0.41 0.13
C -7.42 0.84 -0.64
C -8.45 1.74 0.10
O -9.40 2.08 -0.49
C -8.19 2.01 1.45
C -7.10 1.49 2.27
C -6.08 0.60 1.59
O -5.26 -0.02 2.26
H -5.57 -0.37 -0.24
H -7.73 0.56 -1.57
H -8.88 2.68 1.84
H -7.13 1.69 3.33
C -2.82 -2.43 3.79
C -3.27 -3.50 4.79
C -2.04 -4.08 5.63
O -2.18 -5.09 6.29
C -0.69 -3.38 5.73
C -0.40 -2.46 4.67
C -1.46 -1.83 3.79
O -1.20 -0.83 3.12
H -3.58 -2.19 3.11
H -4.31 -3.90 4.65
H 0.16 -3.96 6.38
H 0.55 -1.76 4.68
*
```


| no. | gap between HOMO and LUMO (eV) |
| --- | --- |
| 1 | 5.67 |
| 2 | 5.04 |